Record 1
This record from the OMol25 dataset describes 14 unconnected molecules or ions with the total composition C6H36O13. The level of theory is ωB97M-V/def2-TZVPD.

Last column: Löwdin charge in e.
Atoms and positions in Å:
H1 -2.849 -2.386 -0.741  0.1126
C1 -0.773 0.050 -0.972  -0.1877
O1 -0.502 3.276 -0.363  -0.0509
H2 -1.459 3.283 -0.576  0.0201
H3 3.082 -0.251 0.951  0.0214
H4 -1.322 -2.531 4.080  0.0622
O2 -0.320 -3.415 1.257  -0.0656
C2 -2.612 -1.645 -1.500  -0.1527
O3 -3.227 3.039 -0.737  -0.0677
H5 -1.836 -0.227 3.217  0.0159
O4 -0.971 -1.895 3.449  -0.0701
H6 2.635 -2.351 1.429  0.0121
C3 -1.168 -1.280 -1.585  -0.3221
H7 -0.997 1.045 3.070  0.0263
H8 -3.431 2.325 -0.089  0.0096
H9 0.261 0.787 0.797  0.0655
H10 2.812 0.105 -1.290  0.0194
O5 2.950 -0.642 1.856  -0.0790
H11 0.662 -3.476 1.240  0.0214
H12 3.890 3.449 -0.025  0.0568
C4 -0.287 -2.106 -2.138  0.0420
H13 -0.543 -3.056 0.388  0.0209
O6 1.900 0.421 -3.166  -0.0455
O7 3.900 2.850 -0.774  -0.0714
H14 3.078 3.031 -1.299  0.0120
H15 -0.735 -2.443 2.661  0.0139
O8 1.588 3.188 -2.120  -0.0657
H16 0.822 -0.778 0.280  0.0607
O9 0.971 0.537 3.450  -0.0750
H17 3.753 1.144 -0.629  0.0203
H18 -4.594 -1.430 -2.180  0.0621
C5 -3.555 -1.137 -2.276  0.0262
O10 -1.906 0.717 2.996  -0.0692
H19 -3.534 0.042 0.519  0.0287
H20 -3.030 0.931 1.674  0.0186
H21 1.657 0.202 2.841  -0.0023
H22 0.781 -1.903 -2.173  0.0585
C6 -0.069 -0.158 0.367  -0.0764
H23 2.731 -3.178 0.119  0.0539
H24 -0.738 -0.606 1.097  0.0586
H25 -1.654 0.670 -0.831  0.0834
O11 -3.675 0.903 0.925  -0.0665
H26 2.638 0.541 -3.775  0.0775
H27 1.463 2.340 -2.568  0.0122
H28 -0.095 0.595 -1.630  0.0900
H29 -3.338 -0.426 -3.066  0.0718
H30 -3.765 2.877 -1.513  0.0505
H31 -0.422 2.809 0.472  0.0437
O12 3.507 0.185 -0.617  -0.0706
H32 0.578 -0.261 3.831  0.0228
H33 -0.542 -3.076 -2.554  0.0733
H34 1.271 -0.152 -3.619  0.0543
O13 2.424 -3.219 1.028  -0.0570
H35 0.814 3.265 -1.521  0.0144
H36 3.781 -0.579 2.335  0.0820

The HOMO energy is -10.044 eV. The lowest unoccupied orbital energy is 0.0 eV. For the HOMO-LUMO gap, the calculation gives 10.035 eV. As for the multiplicity: 1.


Record 2
This record from the OMol25 dataset describes a single C2H5NO2S molecule in a non-equilibrium geometry. The level of theory is ωB97M-V/def2-TZVPD.

Last column: Löwdin charge in e.
Atoms and positions in Å:
O1 -0.029 0.659 2.518  -0.5225
H1 0.358 -1.742 0.005  0.0838
H2 -2.758 -0.050 0.727  0.0955
H3 1.608 -0.751 0.597  0.1084
C1 0.042 0.512 -0.572  -0.3156
N1 -1.776 -0.305 0.692  -0.2145
H4 0.437 1.464 0.055  0.1493
S1 -0.571 -0.540 1.814  0.9048
O2 -1.346 0.479 -0.694  -0.1517
H5 0.317 0.595 -1.682  0.1479
C2 0.520 -0.676 0.289  -0.2854

The HOMO energy is -9.710 eV. The lowest unoccupied orbital energy is 0.5 eV. For the HOMO-LUMO gap, the calculation gives 10.212 eV. As for the multiplicity: 1.


Record 3
This record from the OMol25 dataset describes a molecular structure, C5H10N2O3 in a non-equilibrium geometry. The level of theory is ωB97M-V/def2-TZVPD.

Last column: Mulliken spin population.
Atoms and positions in Å:
H1 -1.752 0.775 1.377  -0.0056
H2 2.230 -0.315 0.841  0.0001
C1 1.182 -0.264 1.085  -0.0037
H3 0.778 -1.642 -0.406  -0.0008
N1 -1.845 -1.890 0.127  0.5149
H4 1.493 0.073 -1.951  -0.0002
C2 -1.120 -0.823 0.108  0.0029
H5 1.100 -1.077 1.920  0.0007
H6 -0.213 0.281 -2.218  0.0002
O1 -0.026 -3.449 1.811  0.2682
N2 -0.134 -3.823 0.691  0.4309
C3 0.354 -0.718 -0.180  -0.0094
H7 0.908 0.680 1.511  -0.0005
O2 -0.916 -3.387 -0.137  0.2865
C4 0.560 0.148 -1.367  -0.0051
O3 -3.013 -2.166 0.318  0.4589
H8 0.510 1.218 -1.063  0.0003
C5 -1.865 0.495 0.364  0.0591
H9 -1.274 1.304 -0.276  0.0023
H10 -2.954 0.258 0.185  0.0001

The HOMO energy (alpha / beta) is -7.382 / -8.873 eV. The lowest unoccupied orbital energy (alpha / beta) is 0.2 / -2.7 eV. For the HOMO-LUMO gap (alpha / beta), the calculation gives 7.571 / 6.196 eV. As for the multiplicity: 3.


Record 4
This record from the OMol25 dataset describes a molecular structure, C19H45AlBN4O7 in a non-equilibrium geometry. The level of theory is ωB97M-V/def2-TZVPD.

Last column: Löwdin charge in e.
Atoms and positions in Å:
H1 0.987 0.455 -2.706  0.0750
H2 -1.934 5.612 0.201  0.0791
O1 2.505 -0.638 5.925  0.0588
B1 2.269 0.413 5.047  -0.6618
H3 -1.026 2.501 -0.220  0.0579
H4 1.514 -2.492 -3.076  0.0859
C1 -1.228 0.816 1.045  -0.4320
O2 -1.578 -3.045 2.413  0.0570
C2 -1.073 5.991 -0.342  -0.0089
H5 -2.484 0.801 -0.784  0.0540
H6 0.435 -5.487 -6.609  0.0794
H7 -1.042 1.565 4.054  0.0404
C3 1.995 2.282 -1.363  0.0117
C4 -0.115 -4.818 -5.944  -0.0820
H8 -0.187 0.536 0.897  0.0801
H9 -2.455 2.560 0.756  0.0779
N1 0.407 -3.471 -6.080  0.0017
C5 1.941 2.949 -2.715  -0.5272
H10 -1.149 5.673 -1.383  0.0814
C6 0.921 0.869 -3.708  -0.0668
H11 3.302 1.913 4.534  0.0594
H12 2.250 7.468 -1.129  0.0762
C7 0.181 5.434 0.291  -0.5452
C8 -1.392 2.313 0.793  -0.0947
H13 -1.222 -0.131 4.362  0.0304
H14 2.420 2.974 -0.642  0.0761
H15 -2.125 -0.690 2.357  0.0623
H16 1.837 -2.235 3.155  0.0560
H17 3.542 -0.966 1.936  0.1063
H18 -2.661 -5.702 1.255  0.0795
O3 2.872 1.639 5.356  0.0326
C9 -0.903 0.586 3.593  -0.2533
N2 1.434 2.232 -3.743  0.0137
C10 -2.021 0.086 -0.109  -0.0691
H19 -2.736 0.929 2.515  0.1016
O4 2.608 -1.571 0.276  -0.0366
C11 2.612 -1.350 1.459  -0.4508
H20 0.372 -3.034 -6.987  0.1354
H21 -1.077 7.081 -0.289  0.0780
H22 2.163 5.382 0.227  0.1385
H23 -1.167 -4.829 -6.232  0.0801
H24 0.664 -2.014 1.841  0.0433
H25 -3.281 -3.352 4.045  0.1412
H26 -3.710 -5.611 4.982  0.0793
O5 1.351 -1.558 -5.397  0.0149
C12 -3.877 -5.385 3.926  -0.0886
C13 1.495 -1.553 2.370  -0.2093
Al1 1.077 0.255 3.268  0.3973
H27 -1.006 -5.094 1.098  0.0830
H28 0.709 6.971 -1.862  0.0714
H29 1.613 1.457 2.301  -0.0278
C14 1.630 6.613 -1.414  -0.0860
H30 -0.022 -5.176 -4.925  0.0714
H31 -4.940 -5.181 3.780  0.0787
H32 1.487 0.235 -4.393  0.0533
H33 2.623 1.390 -1.399  0.0912
C15 -2.134 -4.107 2.602  -0.5367
C16 -1.813 0.348 2.366  -0.2817
C17 -1.789 -5.346 1.807  -0.0106
N3 -3.105 -4.216 3.556  0.0054
N4 1.373 5.783 -0.255  0.0183
H34 -1.423 -6.134 2.466  0.0810
H35 1.936 -1.368 5.656  0.0539
O6 2.339 4.101 -2.884  -0.0143
H36 -2.769 -0.562 0.338  0.0548
H37 -0.123 0.875 -4.028  0.0848
H38 -1.341 -0.582 -0.635  0.0605
H39 -0.857 2.961 1.487  0.0541
H40 2.177 5.998 -2.129  0.0477
H41 -3.596 -6.248 3.331  0.0678
H42 0.066 -3.471 -3.331  0.0879
H43 0.994 2.010 -1.027  0.0703
C18 1.057 -3.237 -3.721  0.0049
O7 0.142 4.680 1.247  0.0136
H44 1.679 -4.133 -3.710  0.0856
H45 1.424 2.728 -4.620  0.1333
C19 0.957 -2.680 -5.120  -0.5316

As for the net charge: -1. The HOMO energy is -3.947 eV. The lowest unoccupied orbital energy is 2.1 eV. For the HOMO-LUMO gap, the calculation gives 6.079 eV. As for the multiplicity: 1.


Record 5
This record from the OMol25 dataset describes 2 unconnected molecules or ions with the total composition C3H10NO2 in a non-equilibrium geometry. The level of theory is ωB97M-V/def2-TZVPD.

Last column: Löwdin charge in e.
Atoms and positions in Å:
C1 0.465 1.161 -0.323  0.0188
H1 2.080 -0.887 -0.926  0.1179
H2 -0.151 1.085 -1.217  0.1122
O1 -3.249 -0.196 -0.136  -0.0484
H3 -1.209 0.104 1.549  0.1275
C2 -0.738 -0.581 0.857  0.0929
H4 0.428 -1.301 -1.442  0.1211
C3 1.091 -1.189 -0.587  0.0228
H5 0.023 1.891 0.353  0.1179
H6 1.170 -0.085 1.129  0.2053
H7 1.464 1.493 -0.595  0.1169
H8 1.169 -2.145 -0.075  0.1173
N1 0.532 -0.169 0.322  -0.2204
H9 -3.430 0.737 -0.368  0.1255
H10 -0.847 -1.631 1.081  0.1277
O2 -2.039 -0.497 -0.608  -0.1550

As for the net charge: +1. The HOMO energy (alpha / beta) is -14.042 / -14.045 eV. The lowest unoccupied orbital energy (alpha / beta) is -4.4 / -4.4 eV. For the HOMO-LUMO gap (alpha / beta), the calculation gives 9.648 / 9.652 eV. As for the multiplicity: 1.


Record 6
This record from the OMol25 dataset describes 2 unconnected molecules or ions with the total composition C2H9NO in a non-equilibrium geometry. The level of theory is ωB97M-V/def2-TZVPD.

Last column: Löwdin charge in e.
Atoms and positions in Å:
H1 1.169 -0.050 1.980  0.0975
H2 -0.735 0.270 -0.467  0.0169
O1 -0.549 0.672 -1.407  -0.2315
H3 0.915 -1.658 0.977  0.0685
H4 1.238 1.064 -0.661  0.0693
C1 0.852 0.624 -1.639  -0.1995
H5 1.281 1.343 -2.505  0.1243
H6 -1.208 0.572 1.708  0.1489
H7 0.348 -1.551 2.689  0.0851
N1 -0.842 -0.285 1.077  -0.0976
H8 -1.430 -1.128 1.308  0.0868
C2 0.420 -0.935 1.682  -0.1921
H9 1.078 -0.374 -1.571  0.0234

Its SMILES is CN.CO. The HOMO energy is -8.951 eV. The lowest unoccupied orbital energy is 0.7 eV. For the HOMO-LUMO gap, the calculation gives 9.648 eV. As for the multiplicity: 1.


Record 7
This record from the OMol25 dataset describes a molecular structure, C5H6O in a non-equilibrium geometry. The level of theory is ωB97M-V/def2-TZVPD.

Last column: Löwdin charge in e.
Atoms and positions in Å:
C1 1.472 0.131 0.175  -0.0384
C2 -0.257 -1.133 -0.011  -0.0669
H1 -0.826 1.821 0.535  0.1448
C3 0.263 -0.232 1.023  -0.2195
O1 0.986 1.271 -0.382  -0.0283
C4 -0.973 -0.068 -0.785  -0.1380
C5 -0.302 0.949 0.163  -0.2248
H2 -0.654 0.023 -1.830  0.1119
H3 0.296 -0.391 2.101  0.1289
H4 2.447 -0.174 -0.209  0.1253
H5 -0.386 -2.217 -0.027  0.0927
H6 -2.066 0.021 -0.754  0.1124

The HOMO energy (alpha / beta) is -7.127 / -7.128 eV. The lowest unoccupied orbital energy (alpha / beta) is 1.2 / 1.2 eV. For the HOMO-LUMO gap (alpha / beta), the calculation gives 8.277 / 8.278 eV. As for the multiplicity: 1.


Record 8
This record from the OMol25 dataset describes 11 unconnected molecules or ions with the total composition C46H81N11O2 in a non-equilibrium geometry. The level of theory is ωB97M-V/def2-TZVPD.

Last column: Löwdin charge in e.
Atoms and positions in Å:
H1 0.508 12.499 1.081  0.1059
C1 5.719 5.507 -3.853  -0.1367
C2 -0.846 -6.310 -7.226  -0.2574
H2 1.932 12.913 3.001  0.0703
C3 -13.460 -4.017 -3.799  -0.2082
H3 -1.243 -10.300 -2.429  0.0698
H4 -12.702 -2.427 -4.972  0.1074
C4 -1.771 -6.148 -6.046  -0.1153
N1 1.400 -8.470 -1.611  0.1278
H5 2.619 -0.884 9.804  0.0924
H6 -1.848 4.925 -4.210  0.0765
H7 7.301 -1.796 0.397  0.1146
H8 8.129 -0.625 2.456  0.1117
H9 -11.795 -2.235 -1.961  0.0755
H10 -1.922 -11.949 -2.634  0.0743
H11 -8.424 3.158 0.677  0.0788
H12 2.206 -11.477 -1.450  0.1118
N2 2.713 13.650 -0.877  0.1222
H13 8.241 -0.575 -1.963  0.0820
C5 2.630 12.102 2.794  -0.1032
H14 -0.398 1.360 8.078  0.1560
C6 2.019 12.934 -0.256  -0.2151
H15 0.251 0.777 2.591  0.0629
C7 1.310 -9.608 -1.468  -0.2323
C8 2.232 1.308 9.915  -0.1179
H16 -1.219 -6.369 -5.133  0.0736
C9 -3.253 4.477 -5.763  -0.2971
C10 6.230 7.718 -3.850  -0.0960
H17 3.643 12.505 2.775  0.0734
C11 -0.351 -7.779 -7.563  -0.1663
H18 1.521 -7.430 6.129  0.0758
H19 -11.269 -1.341 -3.361  0.0662
C12 1.216 -11.073 -1.238  -0.1708
C13 1.103 -7.770 5.182  -0.1100
H20 0.396 -8.084 -6.830  0.1071
H21 5.388 4.491 -4.008  0.1024
H22 -2.107 4.434 -7.604  0.1173
H23 3.033 1.719 10.512  0.0944
H24 -9.260 5.247 2.662  0.1167
C14 -13.758 -4.361 -2.396  -0.2238
C15 1.268 11.920 0.556  -0.1850
C16 5.463 6.722 -4.450  -0.1465
H25 6.781 3.905 3.099  0.1213
H26 0.176 -7.844 -8.515  0.1027
H27 -0.965 -7.275 5.632  0.1057
C17 -7.088 5.193 2.317  -0.1910
H28 -0.206 -1.501 0.986  0.1144
H29 1.138 3.088 9.247  0.1091
H30 -0.251 -1.311 -0.734  0.1125
C18 -6.682 4.324 3.416  -0.2417
H31 9.987 -0.488 -1.725  0.0858
H32 -9.948 3.416 1.518  0.0789
C19 7.495 -0.725 0.455  -0.2288
H33 -2.568 -6.890 -6.080  0.0693
H34 0.978 -11.236 -0.187  0.1161
N3 0.051 -11.517 4.664  0.1361
H35 -2.135 -5.124 -5.966  0.0767
O1 8.874 3.545 2.827  -0.1961
H36 6.221 8.769 -4.099  0.0858
C20 -8.512 4.896 1.951  -0.2928
H37 -0.290 -9.408 6.969  0.1245
H38 8.449 1.535 1.764  0.0969
C21 2.135 11.215 1.637  -0.2491
H39 -1.003 1.596 1.808  0.0596
H40 9.492 4.948 4.219  0.0818
H41 -10.845 -3.034 -3.325  0.0746
H42 0.805 11.257 -0.174  0.1102
C22 -1.392 2.915 -6.318  -0.2165
H43 -0.822 -8.171 4.204  0.1123
N4 -6.387 3.622 4.294  0.1428
C23 7.322 -0.139 1.908  -0.1830
C24 0.116 -11.803 -2.057  -0.2703
H44 6.887 -0.254 -0.317  0.1100
H45 6.258 1.721 3.679  0.1202
H46 -3.162 6.067 -4.295  0.0735
N5 6.658 5.715 -2.865  -0.0084
C25 9.425 4.811 3.139  -0.1061
C26 -8.865 3.487 1.618  -0.1182
H47 -1.788 -9.406 6.086  0.1187
C27 7.285 1.799 3.324  -0.2291
H48 0.473 2.370 1.726  0.0660
H49 -8.736 5.472 1.054  0.1094
H50 -1.446 -6.070 -8.104  0.0994
C28 -2.493 5.461 -4.906  -0.1011
C29 0.055 1.364 1.693  -0.0977
H51 1.703 -8.598 4.803  0.0730
H52 1.353 -6.975 4.478  0.0703
H53 -13.691 -2.012 -3.566  0.1038
H54 -3.201 3.071 -7.372  0.1147
C30 -1.323 -11.298 -1.997  -0.1097
H55 10.407 5.007 2.709  0.0874
C31 -11.615 -2.321 -3.033  -0.0931
C32 2.012 -0.011 9.616  -0.1320
H56 -3.860 3.834 -5.127  0.1136
N6 -0.528 2.323 -5.821  0.1283
H57 7.639 3.440 4.514  0.1144
C33 0.843 -0.095 8.870  -0.1272
H58 0.069 -12.847 -1.746  0.1025
H59 2.631 11.485 3.693  0.0647
H60 -12.734 -4.702 -4.238  0.1145
H61 8.720 5.552 2.761  0.0831
H62 0.006 -5.630 -7.221  0.1054
C34 -12.853 -2.619 -3.910  -0.2658
H63 1.370 0.398 0.171  0.0985
C35 -2.514 3.746 -6.863  -0.1937
H64 -1.755 -11.340 -0.997  0.0758
C36 -0.705 -9.373 5.961  -0.2070
N7 -13.976 -4.608 -1.269  0.1342
C37 -1.963 -0.645 0.059  -0.2204
O2 8.803 -0.476 0.040  -0.2096
H65 7.166 5.002 -2.363  0.1493
H66 7.695 7.428 -2.138  0.0957
H67 7.934 1.254 4.009  0.1166
H68 0.248 -0.881 8.429  0.1017
H69 1.580 10.352 2.003  0.1008
N8 -2.421 -9.453 -7.797  0.1256
H70 9.160 -1.958 -1.284  0.0846
C38 6.913 7.044 -2.777  -0.1365
H71 -1.985 6.080 -5.646  0.0795
C39 -0.293 -10.533 5.214  -0.2380
H72 0.011 1.190 -0.420  0.0962
C40 7.604 3.276 3.438  -0.2227
H73 -6.376 5.060 1.502  0.1252
H74 2.997 10.759 1.151  0.1048
N9 7.481 1.319 1.955  -0.0534
H75 -6.971 6.203 2.709  0.1199
C41 -0.503 -0.807 0.199  -0.1877
H76 -14.391 -4.164 -4.346  0.1148
H77 -3.979 4.995 -6.391  0.1051
C42 1.201 2.012 9.310  -0.1767
H78 4.833 6.925 -5.303  0.0908
H79 6.373 -0.413 2.371  0.1144
N10 0.383 1.189 8.696  0.0002
C43 -1.497 -8.748 -7.722  -0.2211
H80 -8.511 2.765 2.353  0.0720
N11 -3.136 -0.588 -0.041  0.1255
C44 9.058 -0.873 -1.306  -0.0959
C45 -0.379 -8.085 5.197  -0.2612
C46 0.307 0.512 0.381  -0.2299
H81 0.344 -11.794 -3.123  0.1049

Its SMILES is c1cc[nH]c1.c1cc[nH]c1.COCCNCCOC.CCCC#N.CCCC#N.CCCC#N.CCCC#N.CCCC#N.CCCC#N.CCCC#N.CCCC#N. The HOMO energy is -8.010 eV. The lowest unoccupied orbital energy is 0.4 eV. For the HOMO-LUMO gap, the calculation gives 8.407 eV. As for the multiplicity: 1.


E_tot
In order: -33425.6178; -18571.4313; -14460.5098; -48003.5624; -8846.2766; -5755.2873; -7324.6797; -69495.1011
Unit: eV